(1)
Formula: C2H4FeO3
Source: the Open Molecules 2025 dataset
Level of theory: ωB97M-V/def2-TZVPD

CARTESIAN COORDINATES (ANGSTROEM)
1 O 0.04355 -1.37173 0.70635
2 C -0.92932 -0.80855 0.20343
3 C -0.94444 0.67101 0.02283
4 O 0.02856 1.28554 0.75052
5 Fe 1.52840 0.13292 1.12813
6 H -1.75812 -1.40234 -0.22882
7 H -1.97725 0.98447 0.31001
8 H -0.82905 0.83718 -1.12807
9 O 2.55550 0.10576 -0.51047
10 H 2.28217 -0.43427 -1.25391

Summary:
- frontier orbital gap (spin up / spin down) (eV) = 3.432 / 7.247
- multiplicity = 7
- E_LUMO (spin up / spin down) (eV) = -1.66 / -2.30
- molar mass (g mol⁻¹) = 131.90
- maximum force (eV/A) = 7.7
- HOMO energy (spin up / spin down) (eV) = -5.09 / -9.55
- DFT total energy (eV) = -42663.237
- ⟨S²⟩ = 12.02

Löwdin population analysis, charges in e, atoms 1 to 6: -0.1546 -0.4003 -0.3852 -0.2704 1.2021 0.1066



(2)
Formula: H41O20
Source: the Open Molecules 2025 dataset
Level of theory: ωB97M-V/def2-TZVPD

CARTESIAN COORDINATES (ANGSTROEM)
1 O -4.43289 0.38210 1.25087
2 H 4.03967 -2.27449 -2.56587
3 O 3.96173 1.40424 -2.38056
4 H 3.95498 1.99159 -1.61625
5 H 3.32962 1.81600 -2.99293
6 O -0.73903 3.41663 0.10920
7 H 0.09470 3.90274 0.15926
8 H -0.75478 2.76355 -0.59939
9 O -1.51266 1.26803 -3.96443
10 H -1.88294 1.66507 -4.76567
11 H -3.06492 -1.13625 2.61038
12 O 0.77450 -0.21227 0.30868
13 H 5.06608 0.36910 2.09391
14 H -1.60463 0.30514 -3.96233
15 O 4.51280 1.15987 2.23088
16 H -0.43551 -2.35765 2.26020
17 H 4.74178 1.19696 3.17356
18 O -1.09969 -2.67500 1.62267
19 H -2.49299 -2.05069 1.43871
20 H 0.90688 2.90859 -3.97615
21 O 1.73651 -1.68597 2.97744
22 H 2.07404 -2.54732 3.24996
23 H 1.76264 -1.15502 3.81587
24 O -1.47320 1.63397 1.68383
25 H -0.58383 1.25898 1.74306
26 H 1.09464 -1.08336 0.61477
27 O 0.87763 0.14309 5.42388
28 H 0.60767 1.06329 5.34983
29 H 0.70360 -0.13851 6.32612
30 O 1.86027 1.54174 2.74005
31 H 2.75178 1.53890 2.33876
32 H -0.63063 -3.01544 0.81175
33 O -1.34796 -3.23635 -2.62406
34 H -0.56696 -2.71403 -2.33374
35 H -2.08201 -2.74673 -3.03266
36 O 0.99412 -1.32315 -2.63965
37 H 1.38598 -1.22275 -1.76791
38 H 1.65144 -1.54395 -3.31915
39 O 3.68969 -3.17958 -2.61073
40 H -4.79844 0.47738 2.14113
41 H 2.98456 -3.22838 -1.96395
42 O -3.36098 -1.68392 1.86000
43 H 1.91860 0.74504 3.28653
44 H -3.66169 0.94842 1.13321
45 O 0.13992 -3.71488 -0.62412
46 H 1.01217 -3.37330 -0.83490
47 H 0.05868 -4.66971 -0.72685
48 O -0.11191 4.35785 2.22515
49 H 0.40805 3.57453 2.50538
50 H -0.29169 4.79939 3.07625
51 O 1.23100 2.02239 -3.74432
52 H -3.84805 -0.82927 1.25612
53 H 0.32527 1.68225 -3.63546
54 O -3.88796 2.01621 -3.41445
55 H -3.70298 2.96088 -3.51176
56 H -2.96321 1.60238 -3.36810
57 O -2.19955 -1.76839 -1.10417
58 H -2.17130 -1.38403 -0.21811
59 H -2.17146 -2.69742 -0.82281
60 H 1.25031 0.49287 0.74534
61 H -1.14341 2.51214 1.22961

Summary:
- frontier orbital gap (spin up / spin down) (eV) = 9.129 / 2.435
- multiplicity = 2
- E_LUMO (spin up / spin down) (eV) = -6.14 / -12.83
- molar mass (g mol⁻¹) = 361.31
- maximum force (eV/A) = 2.2
- HOMO energy (spin up / spin down) (eV) = -15.27 / -15.26
- relative energy (zero: lowest compared OMol25 entry of this formula, charge and spin) (kJ/mol) = 124.4
- net charge = +2
- DFT total energy (eV) = -41595.653
- ⟨S²⟩ = 0.76

Löwdin population analysis, charges in e, atoms 1 to 6: 0.0841 0.0583 -0.0715 0.0292 0.0063 -0.0396



(3)
Formula: C19H25N3SSiTc
Source: the Open Molecules 2025 dataset
Level of theory: ωB97M-V/def2-TZVPD

CARTESIAN COORDINATES (ANGSTROEM)
1 C 0.94501 1.40789 3.09333
2 C 0.94228 1.75447 1.70049
3 C -0.44985 1.96443 1.31792
4 H 1.80954 1.82687 1.05536
5 C -1.28312 1.59371 2.42497
6 C -0.40492 1.30065 3.53260
7 H -0.69138 1.24029 4.57726
8 H 1.81805 1.30675 3.73947
9 H -0.78027 2.43251 0.37570
10 H -2.35500 1.72352 2.50181
11 Tc -0.08658 -0.03935 1.82464
12 C -2.09866 -1.07003 0.91587
13 H -2.89880 -0.64843 1.52020
14 H -2.41203 -2.09360 0.79319
15 H -2.11954 -0.56451 -0.03941
16 Si 0.36617 0.55989 -1.02692
17 C 1.70978 -0.51156 -1.94307
18 C 2.80198 0.24584 -2.40295
19 H 3.01738 1.22472 -1.97702
20 C 3.56942 -0.21230 -3.45955
21 H 4.37551 0.41554 -3.79735
22 C 3.30888 -1.46223 -4.03069
23 H 3.92877 -1.82663 -4.84355
24 C 2.29944 -2.26592 -3.49997
25 H 2.09123 -3.27850 -3.88145
26 C 1.50889 -1.81561 -2.43279
27 H 0.72651 -2.47008 -2.02686
28 C -0.99143 0.72349 -2.39655
29 C -0.42118 1.23435 -3.58487
30 H 0.68050 1.31279 -3.67503
31 C -1.24340 1.77905 -4.56837
32 H -0.77713 2.33758 -5.35296
33 C -2.62720 1.69650 -4.47014
34 H -3.25533 2.10873 -5.24740
35 C -3.22590 1.14834 -3.32232
36 H -4.31913 1.18419 -3.21363
37 C -2.40242 0.63157 -2.29766
38 H -2.85425 0.20948 -1.40510
39 H 1.05181 1.86229 -1.23222
40 H -1.16357 -1.36324 1.47859
41 N -1.11282 -1.20005 3.37336
42 N -0.42507 -1.18500 4.61436
43 C 0.88686 -1.55689 4.49596
44 N 1.55600 -1.74668 5.65516
45 S 1.47350 -1.66783 2.86688
46 H -2.10484 -1.03211 3.56787
47 H -1.07238 -2.17198 3.06899
48 H -0.94454 -1.60795 5.39438
49 H 2.54915 -1.88809 5.70040
50 H 1.10405 -1.54692 6.53905

Summary:
- frontier orbital gap (spin up / spin down) (eV) = 6.886 / 5.228
- multiplicity = 4
- E_LUMO (spin up / spin down) (eV) = -6.43 / -8.64
- molar mass (g mol⁻¹) = 453.58
- maximum force (eV/A) = 3.8
- HOMO energy (spin up / spin down) (eV) = -13.32 / -13.87
- net charge = +2
- DFT total energy (eV) = -45469.660
- ⟨S²⟩ = 3.79

Löwdin population analysis, charges in e, atoms 1 to 6: -0.1564 -0.2430 -0.2511 0.1100 -0.1663 -0.1710



(4)
Formula: C19H66N14O14
Source: the Open Molecules 2025 dataset
Level of theory: ωB97M-V/def2-TZVPD

CARTESIAN COORDINATES (ANGSTROEM)
1 C -2.62859 -1.85357 2.77349
2 C -3.30379 -2.08083 4.17951
3 O -2.63164 -1.15464 5.04499
4 H -3.04747 -2.56514 1.99650
5 H -1.54779 -2.07496 2.81017
6 H -2.72353 -0.79532 2.53716
7 H -3.18204 -3.09775 4.50020
8 H -4.32196 -1.79648 4.05619
9 H -3.08571 -1.14066 5.88890
10 C 1.91751 -2.32721 -4.26109
11 C 2.94644 -1.22939 -4.06948
12 O 3.80620 -1.63905 -2.99798
13 H 1.14592 -2.23206 -3.50111
14 H 2.39322 -3.28747 -4.21903
15 H 1.41999 -2.18877 -5.21000
16 H 2.40154 -0.26771 -3.92427
17 H 3.53929 -1.11217 -4.99534
18 H 4.52932 -0.96431 -3.08455
19 C -5.40886 -0.43366 0.90490
20 C -4.59062 0.70266 0.34679
21 O -5.32934 1.90439 0.35818
22 H -4.88182 -1.39773 0.81075
23 H -6.41280 -0.60979 0.51730
24 H -5.58492 -0.41415 1.96005
25 H -4.20730 0.55099 -0.70490
26 H -3.71058 0.81509 0.98104
27 H -5.46705 2.17329 1.30868
28 C -2.28474 2.63798 -1.87448
29 C -3.35063 2.34244 -2.95007
30 O -2.79833 2.73285 -4.17754
31 H -2.68394 2.40444 -0.84301
32 H -2.09030 3.66656 -1.80584
33 H -1.41406 2.07776 -2.09544
34 H -4.24250 2.83386 -2.69177
35 H -3.51455 1.31323 -3.00716
36 H -3.39236 2.50169 -4.85646
37 C 0.47257 3.43587 -3.72180
38 C 1.63898 2.62162 -3.19569
39 O 1.20165 2.06631 -1.96477
40 H -0.38988 2.77323 -4.00635
41 H 0.96032 4.01179 -4.48858
42 H 0.21920 4.22627 -3.03787
43 H 2.63315 3.10273 -3.13371
44 H 1.79945 1.78362 -3.80225
45 H 1.89728 1.44419 -1.71557
46 C 1.13560 -1.96939 4.14417
47 O 2.12043 -2.90499 3.80613
48 N 1.21742 -0.74681 3.88952
49 N 0.05651 -2.31183 4.77559
50 H 2.19335 -0.48132 3.37732
51 H 0.58405 0.02426 3.93361
52 H -0.05009 -3.29050 5.02008
53 H -0.81001 -1.77024 4.92577
54 C 2.83269 -2.61979 0.29899
55 O 3.99230 -2.02825 0.62110
56 N 2.27681 -2.55609 -0.86419
57 N 1.93583 -2.96724 1.20773
58 H 2.86903 -2.38038 -1.72965
59 H 1.40490 -3.13464 -1.04438
60 H 2.33197 -2.99879 2.17526
61 H 1.07380 -3.49533 1.02210
62 C 2.84678 1.09675 2.20640
63 O 3.39480 2.31966 2.60710
64 N 3.33175 -0.09013 2.62206
65 N 1.84054 1.00882 1.37735
66 H 4.05951 0.03158 3.35818
67 H 3.33302 -0.96543 2.12278
68 H 1.36939 1.92590 1.12323
69 H 1.29730 0.13278 1.12161
70 C -0.38680 -0.47854 -0.15288
71 O -1.43331 0.46248 -0.15350
72 N 0.03800 -1.03858 0.94838
73 N 0.36734 -0.84065 -1.14285
74 H -0.28142 -0.49506 1.71612
75 H 0.87007 -1.72440 1.06219
76 H 0.21934 -0.37046 -2.06026
77 H 1.23246 -1.39658 -1.03070
78 C 0.35671 3.74393 1.33073
79 O 0.50216 4.56067 2.43443
80 N 1.25630 3.50920 0.42097
81 N -0.66404 3.02458 1.05874
82 H 2.16971 3.94863 0.59909
83 H 1.10073 3.04793 -0.50294
84 H -1.53680 3.23963 1.54921
85 H -0.73457 2.49690 0.21649
86 C -0.77490 -4.30978 -0.39251
87 O -1.29109 -5.58649 -0.42445
88 N -0.64971 -3.65848 0.70444
89 N -0.35560 -3.57503 -1.33495
90 H -0.91762 -4.18777 1.58231
91 H -0.66411 -2.63128 0.81834
92 H -0.79323 -3.97636 -2.18210
93 H -0.25391 -2.52184 -1.33516
94 C 4.18880 1.20184 -1.22746
95 O 5.18132 0.86801 -2.18063
96 N 3.23976 0.41014 -0.92157
97 N 4.16508 2.34520 -0.64254
98 H 3.34322 -0.57132 -1.13492
99 H 2.70534 0.62950 -0.06564
100 H 4.93341 2.99276 -0.90394
101 H 3.49925 2.62565 0.11297
102 C -0.57047 1.72876 4.27806
103 O -0.60454 1.23813 2.99913
104 H -1.28486 2.56515 4.49511
105 H 0.44012 1.90910 4.60584
106 H -0.94703 1.00668 4.97346
107 H -0.42114 1.90713 2.33144
108 C -1.65323 -0.52749 -3.86860
109 O -0.51878 0.23537 -3.61059
110 H -2.11248 -0.19471 -4.87301
111 H -2.36183 -0.45029 -3.05880
112 H -1.26038 -1.59373 -3.92561
113 H -0.66988 1.14282 -3.84846

Summary:
- frontier orbital gap (eV) = 9.637
- multiplicity = 1
- E_LUMO (eV) = 0.07
- molar mass (g mol⁻¹) = 714.82
- maximum force (eV/A) = 9.8
- HOMO energy (eV) = -9.57
- relative energy (zero: lowest compared OMol25 entry of this formula, charge and spin) (kJ/mol) = 1136.1
- DFT total energy (eV) = -70295.338

Löwdin population analysis, charges in e, atoms 1 to 6: -0.0767 -0.2463 -0.1037 0.0947 0.0303 0.0619